Computed, not measured: a structure of composition C20H27FN10O11P2Ti, with the ωB97M-V functional and the def2-TZVPD basis.

The calculation puts the orbital gap (spin up / spin down) at 5.794 / 8.507 eV. For the energy above the lowest of the compared OMol25 structures with the same formula, charge and spin, the calculation gives 16.92 kcal per mole. The calculation puts the maximum force at 0.94 eV/Å. The value obtained for the HOMO energy (spin up / spin down) is -5.67 / -8.39 eV. The spin multiplicity is 3.

Cartesian coordinates (Å):
Ti 1.2858 0.3735 -1.0353
P -1.2938 2.2275 -1.8211
P 1.4915 3.1579 -1.2291
F -0.3115 -4.0545 1.9181
O -0.0371 -0.8033 0.0268
O -0.5045 1.0276 -2.2588
O -1.2208 -4.4316 -3.3481
O 2.9611 -2.5555 -1.2181
O 2.2792 2.4178 -2.2777
O 1.1766 2.3946 0.0184
O -2.2853 2.6204 -3.0679
O -2.8103 -4.8054 0.8924
O -2.0179 2.3261 -0.5415
O 2.1755 4.5668 -0.8750
O 1.7018 -1.1770 -2.4711
N 0.2536 3.5241 -3.5694
N 3.3358 0.0623 -0.1698
N 0.2079 -3.8831 -1.6418
N -1.9517 -4.6315 -1.2090
N 4.8497 -0.9521 0.8024
N 3.6149 -0.5896 0.9362
N -1.4204 -0.2928 1.7861
N 5.4403 -0.5665 -0.3059
N 5.5081 -1.6670 1.7915
N -2.7896 -0.3039 2.0189
C -1.1768 -0.7861 0.5272
C -0.0850 3.6229 -2.0886
C 1.2756 -3.5136 -2.5894
C -0.5335 -4.1617 0.5961
C -1.8598 -4.5605 0.1777
C -2.4311 -1.2075 0.0077
C 4.4531 0.0775 -0.9063
C -3.2033 -0.5578 3.3916
C -3.3670 -0.9430 0.9573
C -0.6533 4.9864 -1.7533
C 0.4180 -3.8351 -0.2842
C -1.0384 1.9306 2.7077
C -0.5781 0.6490 2.4424
C 0.7165 0.2678 2.7633
C -0.9908 -4.3259 -2.1627
C 1.5612 1.1877 3.3637
C 1.1048 2.4627 3.6635
C -0.1937 2.8303 3.3370
C 2.0712 -2.3197 -2.0412
C -4.8062 -1.3118 0.9861
H -4.9603 -2.1717 1.6413
H -2.8386 -4.9329 -1.5861
H -5.1296 -1.5990 -0.0112
H -3.0798 -1.6105 3.6586
H 1.7640 3.1733 4.1458
H 6.4213 -1.8853 1.4094
H -5.4226 -0.4845 1.3379
H 1.0576 -0.7303 2.5248
H 0.9912 2.7948 -3.6285
H -0.8997 5.0050 -0.6922
H -2.0296 2.2177 2.3845
H 2.5783 0.9011 3.5970
H -0.5457 3.8310 3.5531
H -0.5779 3.2599 -4.1047
H 4.9927 -2.5303 1.9316
H 2.2279 4.6896 0.0812
H 4.5228 0.5378 -1.8757
H 1.9377 -4.3676 -2.7346
H 0.0646 5.7845 -1.9521
H 0.6318 4.4007 -3.9248
H -3.2039 2.6363 -2.7777
H 0.7896 -3.2548 -3.5232
H -2.6002 0.0576 4.0544
H -2.5893 -1.6118 -0.9767
H 1.3956 -3.4902 0.0260
H -4.2450 -0.2679 3.5037
H -1.5749 5.1703 -2.3085

***

Computed, not measured: an isolated molecule of C20H27FNO3P at a distorted geometry, with the ωB97M-V functional and the def2-TZVPD basis.

The SMILES is CC(C)CCO[P@](=O)(c1ccc(N(C)C)cc1)[C@@H](O)c1ccccc1F. The calculation puts the orbital gap at 8.542 eV. For the energy above the lowest of the compared OMol25 structures with the same formula, charge and spin, the calculation gives 0.00 kcal per mole. The calculation puts the maximum force at 1.18 eV/Å. The value obtained for the HOMO energy is -7.89 eV.

Cartesian coordinates (Å):
P -0.5665 -0.8070 -1.8657
F 1.3165 2.2434 -1.6689
O -2.2594 0.7769 -3.1151
O -1.5430 -0.9770 -0.5977
O -0.8019 -1.7972 -2.9288
N 4.8976 -0.4234 0.4976
C 2.5038 -0.1891 0.7352
C -3.5733 -1.5184 1.7276
C -0.9108 3.4695 0.8985
C -0.9942 0.9081 -2.5255
C 1.0537 -0.7433 -1.0941
C -2.8056 -1.6151 -0.7482
C 5.1001 -0.0837 1.8837
C 0.1844 2.4455 -0.9519
C 0.2460 3.2463 0.1705
C -2.1064 2.9054 0.4868
C 3.4317 -0.9848 -1.3356
C 2.1624 -1.0827 -1.8575
C -2.4409 -0.6123 2.2029
C -0.9986 1.8527 -1.3768
C -2.1484 2.1039 -0.6400
C 1.2373 -0.2918 0.2064
C -4.8284 -0.6957 1.4424
C 6.0557 -0.5550 -0.3523
C 3.6387 -0.5269 -0.0227
C -3.1599 -2.3790 0.5233
H -3.0099 3.0859 1.0494
H -5.1856 -0.2313 2.3589
H -2.2951 -2.9848 0.8014
H -1.5462 -1.1961 2.4066
H 4.8694 0.9688 2.0858
H -4.6205 0.0954 0.7268
H 6.9380 -0.2094 0.1815
H -3.5648 -0.8619 -0.9765
H -3.9821 -3.0561 0.2803
H -2.2024 0.1310 1.4473
H -2.2318 -0.0205 -3.6637
H 0.3779 -0.0231 0.8015
H -2.7471 -2.3127 -1.5924
H 6.2201 -1.5964 -0.6497
H -0.8762 4.0884 1.7820
H 5.9468 0.0530 -1.2537
H -5.6219 -1.3253 1.0457
H 4.4753 -0.7079 2.5261
H -3.0761 1.6680 -0.9758
H -0.2344 1.1988 -3.2664
H -3.8102 -2.2201 2.5374
H 2.0101 -1.4386 -2.8659
H 4.2680 -1.2724 -1.9509
H 1.1898 3.6806 0.4600
H 2.6106 0.1777 1.7430
H 6.1388 -0.2647 2.1514
H -2.7310 -0.0954 3.1159

***

Computed, not measured: a cluster of 2 separate species, C20H27IN3O6PS in total, with the ωB97M-V functional and the def2-TZVPD basis.

The SMILES is CC(=O)NCCCCc1cc2c(cc1I)C(=O)C(P(O)O)=C(CCCS)C2=O.NC(N)=O. The calculation puts the orbital gap at 7.360 eV. The calculation puts the maximum force at 0.73 eV/Å. The value obtained for the HOMO energy is -8.87 eV.

Cartesian coordinates (Å):
I 1.2559 2.1221 3.8845
S -6.2494 -1.3985 0.5938
P -3.1962 -3.5959 0.1319
O -2.7529 1.2371 -1.8581
O -1.7839 -4.3361 0.4571
O 4.6987 0.4865 0.6875
O -3.3702 -4.0124 -1.4407
O -1.5584 -2.1396 2.0286
O 2.4659 -4.9669 2.0358
N 4.9404 2.3757 -0.5564
N 4.1348 -3.5761 1.3724
N 2.1045 -2.7187 2.0172
C -2.8964 -0.9668 -1.0491
C 4.6947 1.0149 -0.3981
C 0.0786 1.6809 2.2133
C -2.6012 -1.8332 -0.0519
C 3.7856 3.2469 -0.8312
C -5.7959 -0.5445 -0.9380
C -1.2511 -0.0152 1.1281
C 2.5013 2.8911 -0.0891
C 4.5202 0.2427 -1.6626
C 2.8646 -3.8346 1.8265
C -2.4130 0.4525 -1.0047
C -0.4590 0.3916 2.1982
C -0.1585 2.5927 1.1584
C 1.5851 4.1018 0.0371
C -3.7136 -1.2929 -2.2700
C -1.7859 -1.3930 1.1091
C 0.4343 3.9771 1.0602
C -0.9974 2.1627 0.1197
C -5.2229 -1.4589 -2.0316
C -1.5311 0.8733 0.0979
H -5.7132 -1.1850 -2.9620
H -0.2527 -0.2968 3.0011
H 5.4471 2.6878 0.2631
H -1.1818 -4.4024 -0.2937
H -3.2955 -2.1733 -2.7410
H 4.0935 4.2575 -0.5788
H 1.1765 4.3599 -0.9383
H 5.5134 0.0522 -2.0634
H 4.0716 -0.7170 -1.4289
H 4.7382 -4.3612 1.2204
H 1.1705 -2.8515 2.3598
H -5.1316 0.2826 -0.7136
H -6.7207 -0.1035 -1.2938
H 1.9892 2.1052 -0.6421
H -5.2560 -0.9765 1.3764
H 2.2155 4.9335 0.3493
H 3.9404 0.7842 -2.4025
H 2.7468 2.5245 0.9062
H 4.4749 -2.6454 1.2165
H -3.5858 -0.4832 -2.9775
H 3.6038 3.2473 -1.9052
H -2.5706 -4.3155 -1.8836
H -1.2116 2.8445 -0.6892
H -5.4698 -2.4935 -1.8157
H 0.7938 4.2809 2.0362
H 2.4454 -1.7878 1.8423
H -0.3589 4.6660 0.7823

***

Computed, not measured: the ion C20H27N2O3 with charge +1 at a distorted geometry, with the ωB97M-V functional and the def2-TZVPD basis.

The SMILES is COc1ccc(C[NH+]2CCN(c3ccccc3OC)CC2)cc1OC. The calculation puts the orbital gap at 8.555 eV. For the energy above the lowest of the compared OMol25 structures with the same formula, charge and spin, the calculation gives 15.81 kcal per mole. The calculation puts the maximum force at 1.01 eV/Å. The value obtained for the HOMO energy is -10.76 eV. As for the net charge: +1.

Cartesian coordinates (Å):
O 0.3658 3.9347 0.8774
O 0.0924 -5.6741 -2.2402
O 2.1932 -4.5894 -1.2436
N -1.4672 1.8425 1.4139
N -0.5608 0.4510 -0.9225
C -0.8370 -2.1397 -2.6134
C 3.4065 -4.0849 -0.7356
C -0.7988 3.1228 4.7949
C -0.9065 2.6508 2.4243
C -0.7365 1.9201 -0.9481
C -0.1546 0.0206 0.4347
C 0.3734 -0.0495 -1.9767
C 0.0838 -4.3313 -2.2181
C -1.2798 2.3770 3.7364
C -0.9404 -3.5218 -2.6832
C -1.0021 -6.3602 -2.8072
C 0.4404 4.4717 3.2508
C 0.0585 4.1781 4.5478
C 1.2477 -3.7284 -1.6657
C -0.0192 3.7136 2.1819
C -1.7811 2.3307 0.1034
C 0.2907 -1.5466 -2.0743
C -1.2462 0.4241 1.4389
C 1.3283 -2.3491 -1.5945
C 1.1222 5.0916 0.5881
H 0.2194 2.3884 -0.7108
H -0.0020 -1.0601 0.4312
H -1.9275 -6.1619 -2.2582
H -1.0581 2.2306 -1.9431
H -1.4748 0.0173 -1.1099
H 1.3822 0.2778 -1.7215
H 0.6108 5.9975 0.9217
H 1.1172 5.2928 3.0810
H -1.9746 1.5711 3.9169
H -1.1048 2.8894 5.8019
H 0.7827 0.5219 0.6841
H 0.0819 0.4117 -2.9234
H 1.2208 5.1149 -0.4966
H 0.4353 4.7791 5.3598
H -1.8252 -3.9577 -3.1158
H -1.1357 -6.0987 -3.8608
H -0.9418 0.1162 2.4383
H 3.2496 -3.5060 0.1804
H 2.1172 5.0445 1.0392
H -0.7555 -7.4169 -2.7267
H -2.7593 1.9230 -0.1918
H -1.6413 -1.5348 -3.0078
H 2.2091 -1.8794 -1.1861
H -2.1779 -0.1014 1.1852
H -1.8592 3.4156 0.1256
H 4.0116 -4.9595 -0.5063
H 3.9270 -3.4699 -1.4760